Below is a structure of composition C41H34Cl2N2O5Pb, with properties calculated with ωB97M-V/def2-TZVPD.

ORCA input file:
```
! RIJCOSX wB97M-V def2-TZVPD def2/J DEFGRID3
* xyz 2 1
Pb -0.9424 0.0117 -1.2728
O 1.4384 -0.0849 -0.8012
C 1.9993 -1.0609 -0.0273
C 0.9370 -1.7368 0.8827
C 0.2817 -0.7112 1.7606
C 0.6410 -0.5793 3.0891
C 0.0554 0.4173 3.8478
C -0.8525 1.2708 3.2450
C -1.1695 1.1057 1.9069
C -2.1158 2.0483 1.2138
C -1.4132 2.9084 0.1447
O -1.0509 2.1972 -0.9508
C -2.1937 4.1877 -0.2426
C -3.0032 4.9209 0.6637
C -3.7818 5.9555 0.2022
C -3.7218 6.3272 -1.1448
C -2.8758 5.6520 -2.0348
C -2.0994 4.6106 -1.5902
C -0.2580 3.7983 0.6728
C -0.2129 4.3194 1.9850
C 0.9099 4.9899 2.4213
C 1.9783 5.2030 1.5485
C 1.9223 4.7352 0.2329
C 0.8098 4.0555 -0.2115
N -0.6256 0.1060 1.1867
C 3.1790 -0.5444 0.7907
C 4.1608 -1.4094 1.2582
C 5.1719 -0.9314 2.0807
C 5.2084 0.4125 2.4359
C 4.2329 1.2768 1.9642
C 3.2148 0.7987 1.1478
C 2.4083 -2.0121 -1.1952
C 3.3318 -1.5157 -2.1244
C 3.7681 -2.3303 -3.1551
C 3.2671 -3.6229 -3.2771
C 2.3283 -4.1020 -2.3657
C 1.8695 -3.2917 -1.3381
H 1.4316 -2.4943 1.4851
H 0.1767 -2.2181 0.2656
H 1.3763 -1.2514 3.5135
H 0.3101 0.5343 4.8947
H -1.3277 2.0579 3.8155
H -2.6327 2.6448 1.9609
H -2.8788 1.4857 0.6700
H -3.0477 4.6699 1.7133
H -4.4312 6.4868 0.8867
H -4.3268 7.1533 -1.4997
H -2.8372 5.9444 -3.0763
H -1.4540 4.0671 -2.2644
H -1.0378 4.1843 2.6719
H 0.9532 5.3589 3.4384
H 2.8492 5.7489 1.8902
H 2.7521 4.9055 -0.4412
H 0.7579 3.6757 -1.2226
H 4.1524 -2.4561 0.9663
H 5.9405 -1.6080 2.4348
H 6.0023 0.7830 3.0729
H 4.2617 2.3272 2.2321
H 2.4476 1.4735 0.7756
H 3.7264 -0.5136 -2.0095
H 4.5009 -1.9582 -3.8600
H 3.6079 -4.2605 -4.0843
H 1.9527 -5.1160 -2.4449
H 1.1444 -3.6914 -0.6423
O -2.3895 -2.2045 -4.7181
N -2.0557 -2.1841 -3.6283
Cl -4.0891 -0.7672 -0.9747
C -5.5714 0.2354 -1.0273
Cl -5.2550 1.9208 -0.6306
H -6.2604 -0.1788 -0.3067
H -5.9568 0.1841 -2.0341
O -1.9802 -3.6008 -3.1283
C -1.6643 -3.6895 -1.8100
O -1.5181 -2.7114 -1.0974
C -1.5111 -5.0777 -1.3488
C -1.3250 -5.2932 0.0168
C -1.1493 -6.5793 0.4922
C -1.1573 -7.6509 -0.3950
C -1.3458 -7.4388 -1.7547
C -1.5259 -6.1527 -2.2371
H -1.3427 -4.4478 0.6945
H -1.0142 -6.7534 1.5521
H -1.0208 -8.6582 -0.0216
H -1.3607 -8.2776 -2.4388
H -1.6735 -5.9833 -3.2956
*
```

Results
Gap between HOMO and LUMO (alpha / beta): 5.29 / 5.98 eV
Energy above the lowest of the compared OMol25 structures with the same formula, charge and spin: 3.0 kcal per mole
DFT total energy: -3181.0821 a.u.

***

Below is a structure of composition C34H40N4O7OsS, with properties calculated with ωB97M-V/def2-TZVPD.

ORCA input file:
```
! RIJCOSX wB97M-V def2-TZVPD def2/J DEFGRID3
* xyz 2 5
Os 0.1899 -1.4347 0.8841
C 0.7006 -5.4623 0.7623
C 1.2165 -4.4667 1.7912
C 1.9542 -5.1008 2.9592
O 0.1450 -3.6438 2.2226
C 2.3100 -3.5248 1.0432
O 3.2731 -4.0632 0.5756
O 2.0256 -2.2938 1.1084
H -0.0437 -6.1082 1.2273
H 1.5164 -6.0712 0.3835
H 0.2341 -4.9291 -0.0639
H 1.2618 -5.6733 3.5754
H 2.4435 -4.3550 3.5879
H 2.7192 -5.7669 2.5735
H 0.2105 -3.5015 3.1768
C -5.9866 -0.2223 0.9284
C -4.5268 -0.4528 0.8325
C -3.6617 0.3548 0.0943
C -2.3048 0.0884 0.0805
N -1.7584 -0.9195 0.7712
C -2.5853 -1.7349 1.4461
C -3.9448 -1.5326 1.5034
H -6.3279 0.5162 0.2118
H -6.2420 0.1253 1.9295
H -6.5171 -1.1603 0.7787
H -4.0368 1.1941 -0.4698
H -1.6243 0.6999 -0.4997
H -2.1325 -2.5831 1.9489
H -4.5625 -2.2089 2.0718
O 0.5714 -0.9316 -1.3192
C -0.1677 -1.8620 -1.7597
O -0.6437 -2.6761 -0.9310
C -0.5067 -1.8577 -3.1906
C 0.4283 -1.3876 -4.1133
C 0.0586 -1.2125 -5.4310
C -1.2481 -1.4650 -5.8237
C -2.1740 -1.9533 -4.9107
C -1.8054 -2.1657 -3.5954
H 1.4371 -1.1833 -3.7890
H 0.7802 -0.8619 -6.1514
H -1.5428 -1.2874 -6.8453
H -3.1841 -2.1502 -5.2310
H -2.5111 -2.5510 -2.8749
O 1.7133 0.5712 0.7673
S 3.1843 0.2390 0.9725
C 4.0957 1.7359 0.3607
C 4.4798 1.4676 -1.0806
C 4.8851 -0.0012 -1.1270
C 3.7460 -0.7592 -0.4668
H 4.9704 1.7978 1.0043
H 3.4879 2.6266 0.4942
H 5.2800 2.1370 -1.3988
H 3.6124 1.6324 -1.7206
H 5.8180 -0.1443 -0.5759
H 5.0387 -0.3556 -2.1462
H 4.0488 -1.7448 -0.1165
H 2.8652 -0.8442 -1.1032
C -1.6034 5.5533 -3.8051
C -1.3825 4.8309 -2.5316
C -0.5035 3.7410 -2.4180
C -0.2712 3.1358 -1.2049
C -0.8913 3.6265 -0.0402
N -0.5185 3.0776 1.1744
C -0.8212 3.6176 2.4167
O -1.5419 4.5592 2.6044
N -0.1563 3.0339 3.4885
C 0.3570 1.7649 3.6224
C 1.4205 1.5088 4.4949
C 1.9237 0.2245 4.5442
C 1.3784 -0.7629 3.7349
N 0.3325 -0.5380 2.9398
C -0.1855 0.6903 2.9192
C -1.8310 4.6668 -0.1554
C -2.0555 5.2546 -1.3761
H -1.2306 5.0080 -4.6665
H -1.0904 6.5184 -3.7686
H -2.6605 5.7820 -3.9378
H 0.0121 3.3891 -3.2980
H 0.4073 2.2956 -1.1292
H 0.1947 2.3519 1.1171
H -0.1303 3.6298 4.3095
H 1.8313 2.3067 5.0954
H 2.7407 -0.0202 5.2018
H 1.7898 -1.7614 3.7345
H -1.0759 0.8436 2.3264
H -2.3461 5.0170 0.7223
H -2.7550 6.0728 -1.4471
*
```

Results
Gap between HOMO and LUMO (alpha / beta): 5.11 / 3.56 eV
Energy above the lowest of the compared OMol25 structures with the same formula, charge and spin: 40.7 kcal per mole
DFT total energy: -2553.6366 a.u.

***

Below is a structure of composition C58H50CdN3OP4STe, with properties calculated with ωB97M-V/def2-TZVPD.

ORCA input file:
```
! RIJCOSX wB97M-V def2-TZVPD def2/J DEFGRID3
* xyz -1 1
Cd -0.1110 -0.0958 -0.0720
Te 3.5849 -0.1207 -1.9274
C 5.6585 -0.4290 -1.7528
C 6.3601 -1.1327 -2.7241
C 7.7252 -1.3175 -2.5624
N 8.4205 -0.8661 -1.5216
C 7.7345 -0.1917 -0.5989
C 6.3728 0.0556 -0.6645
C 3.1768 0.1242 0.1112
P 2.1181 -1.2443 0.6661
C 2.9421 -2.7893 0.1913
C 4.3322 -2.8858 0.2524
C 4.9714 -4.0414 -0.1653
C 4.2251 -5.1092 -0.6462
C 2.8416 -5.0213 -0.6988
C 2.1979 -3.8651 -0.2795
C 2.1357 -1.2773 2.4960
C 3.0283 -2.0536 3.2279
C 3.0139 -2.0232 4.6148
C 2.1017 -1.2238 5.2893
C 1.1946 -0.4602 4.5699
C 1.2106 -0.4996 3.1855
P 2.1155 1.5715 0.3450
C 2.7367 2.9533 -0.6584
C 3.8858 3.6565 -0.3104
C 4.3450 4.6854 -1.1186
C 3.6507 5.0269 -2.2712
C 2.4929 4.3421 -2.6123
C 2.0378 3.3108 -1.8073
C 2.4299 2.1760 2.0399
C 3.5277 1.7508 2.7794
C 3.7045 2.1927 4.0819
C 2.7826 3.0586 4.6533
C 1.6856 3.4887 3.9162
C 1.5072 3.0474 2.6139
H 5.8598 -1.5553 -3.5871
H 8.2851 -1.8736 -3.3087
H 8.3092 0.1743 0.2473
H 5.8635 0.5894 0.1284
H 4.9068 -2.0365 0.6004
H 6.0526 -4.0995 -0.1291
H 4.7244 -6.0109 -0.9797
H 2.2573 -5.8552 -1.0674
H 1.1188 -3.8008 -0.2924
H 3.7385 -2.6933 2.7206
H 3.7157 -2.6343 5.1693
H 2.0916 -1.2046 6.3722
H 0.4709 0.1631 5.0798
H 0.4911 0.1026 2.6445
H 4.4256 3.3982 0.5930
H 5.2440 5.2236 -0.8441
H 4.0073 5.8351 -2.8981
H 1.9369 4.6153 -3.5002
H 1.1186 2.7939 -2.0612
H 4.2162 1.0454 2.3269
H 4.5546 1.8459 4.6573
H 2.9134 3.3923 5.6756
H 0.9628 4.1637 4.3580
H 0.6502 3.3807 2.0371
C -3.5381 0.8565 2.4775
C -2.3359 1.5025 1.7886
P -2.3886 1.4362 -0.1651
C -4.1496 2.0745 -0.1248
C -4.3800 3.4187 0.1670
C -5.6688 3.9312 0.2216
C -6.7627 3.1094 -0.0127
C -6.5456 1.7725 -0.3073
C -5.2526 1.2694 -0.3631
C -2.3974 1.6292 -2.1979
C -1.2474 1.2287 -2.8526
C -1.0317 1.4483 -4.2061
C -2.0063 2.0906 -4.9543
C -3.1769 2.4976 -4.3286
C -3.3658 2.2712 -2.9712
C -3.9333 -0.5545 2.0323
P -3.1575 -1.3106 0.4215
C -2.6858 -1.6295 -1.4392
C -1.4333 -2.1324 -1.7967
C -1.0865 -2.2888 -3.1368
C -1.9907 -1.9650 -4.1327
C -3.2529 -1.4990 -3.7855
C -3.5912 -1.3320 -2.4525
C -4.3043 -2.7593 0.3800
C -3.7563 -4.0312 0.2192
C -4.5695 -5.1502 0.1546
C -5.9500 -5.0170 0.2269
C -6.5091 -3.7570 0.3687
C -5.6889 -2.6385 0.4561
H -4.3962 1.5159 2.3355
H -3.3621 0.8277 3.5585
H -1.4059 1.0125 2.1026
H -2.2625 2.5480 2.1050
H -3.5477 4.0871 0.3504
H -5.8133 4.9810 0.4462
H -7.7689 3.5071 0.0298
H -7.3828 1.1109 -0.4986
H -5.1272 0.2253 -0.6071
H -0.4564 0.7078 -2.3049
H -0.1129 1.1095 -4.6717
H -1.8558 2.2718 -6.0118
H -3.9484 3.0033 -4.8990
H -4.2958 2.6006 -2.5235
H -5.0154 -0.6423 1.9653
H -3.5925 -1.3104 2.7491
H -0.7477 -2.4575 -1.0212
H -0.1052 -2.6737 -3.3920
H -1.7178 -2.0750 -5.1750
H -3.9677 -1.2415 -4.5579
H -4.5768 -0.9538 -2.2102
H -2.6810 -4.1430 0.1381
H -4.1235 -6.1306 0.0407
H -6.5857 -5.8920 0.1697
H -7.5848 -3.6394 0.4170
H -6.1487 -1.6636 0.5662
N -0.8062 3.9824 -0.2257
C -1.4138 3.0017 -0.2019
O -0.1158 -3.4969 1.8203
S -1.2924 -2.6754 2.2316
N -1.6847 -1.7219 1.0025
*
```

Results
Gap between HOMO and LUMO (alpha / beta): 5.65 / 6.05 eV
Energy above the lowest of the compared OMol25 structures with the same formula, charge and spin: 104.3 kcal per mole
DFT total energy: -4678.9313 a.u.